No. 1
C3H5Br3P | wB97M-V/def2-TZVPD

```
12
Properties=species:S:1:pos:R:3:forces:R:3
C -0.19237 0.44802 -0.38843 -3.8425 -3.3218 -0.4437
C -1.52212 0.46951 0.24645 3.3872 4.1076 -1.0068
C -2.32434 -0.59432 0.35612 -3.0572 -4.8722 0.5473
P 2.72638 -0.18954 -0.65362 -0.1033 -0.2459 -2.0750
Br 3.71396 -1.80412 0.31055 0.4739 -0.4738 0.5281
Br 4.02550 1.50062 -0.50813 0.4004 0.4558 0.2851
Br 1.12580 0.22514 1.16987 0.0930 0.0565 2.6939
H -0.00266 1.30481 -0.94048 0.7885 1.5119 -0.9110
H -0.20274 -0.54884 -0.90796 0.9247 1.1507 0.0167
H -1.84825 1.47478 0.54990 -0.2204 -0.5777 0.1743
H -2.15900 -1.64637 0.01024 0.8822 1.1941 0.0035
H -3.34018 -0.63969 0.75548 0.2736 1.0148 0.1876
```
Positions in Å, forces in eV/Å.

Properties
**E**: -222596.3135 eV
**E_HOMO (spin up / spin down)**: -10.300 / -13.395 eV
**F_max**: 5.78 eV Å⁻¹
**2S+1**: 3
**M**: 311.76 g mol⁻¹
**Total charge**: +1
**ΔE to the lowest compared entry with this formula, charge and spin**: 101.9 kJ/mol

---

No. 2
C11H15NPV | wB97M-V/def2-TZVPD

```
29
Properties=species:S:1:pos:R:3:forces:R:3
C -0.06541 1.04023 -1.65440 -0.3900 0.2290 -1.1102
C 0.64815 1.69677 -0.60224 0.5286 0.5950 0.0072
C -0.26229 1.91595 0.47039 -0.8976 0.7187 -0.5654
C -1.54217 1.41587 0.07288 -0.3405 0.8057 -0.3376
C -1.41070 0.81789 -1.21580 -0.3778 1.2484 -0.0288
V -0.06809 -0.10793 0.01478 0.9459 -3.5062 1.9419
P 1.83355 -1.42014 -1.11159 0.3572 -0.2769 -0.0981
H 0.32639 0.74000 -2.61325 0.0057 0.1125 0.0014
H 1.69527 1.95876 -0.59062 -0.1063 0.1234 -0.1327
H -0.04480 2.42942 1.39881 0.0493 -0.2324 -0.0484
H -2.18597 0.26979 -1.73996 0.1271 0.1710 0.0250
H -2.46868 1.49569 0.63762 0.3135 -0.2280 -0.0466
H 2.92464 -1.96578 -0.35786 -0.3998 0.1470 -0.4725
H 2.56054 -0.69298 -2.11399 -0.3545 -0.3038 0.5817
H 1.50197 -2.57403 -1.90461 0.2146 0.5142 0.4190
N -0.75850 -0.74089 2.04717 0.2984 0.7561 -0.5700
C -0.55733 -2.06509 2.57903 0.0300 -0.1674 -0.1502
C -1.53435 -3.04098 2.39353 0.0061 -0.3671 0.3982
C -1.42785 -4.22512 3.13763 0.1875 0.1995 0.1757
C -0.33528 -4.42186 3.99308 0.1504 -0.0161 -0.2467
C 0.73485 -3.51689 3.98304 -0.3563 0.0610 -0.0412
C 0.62811 -2.32614 3.25886 0.0617 -0.3148 0.3167
H -1.74529 -0.45888 2.04959 0.4426 -0.3068 0.1171
H -0.25116 -0.04623 2.61278 -0.3404 -0.4407 -0.1099
H -2.38219 -2.89176 1.71078 0.3144 0.1061 0.4710
H -2.22108 -4.97562 3.09267 0.2958 0.2825 -0.0621
H -0.29455 -5.29870 4.64618 -0.0029 0.2851 -0.3802
H 1.62805 -3.70999 4.57840 -0.2705 0.0317 -0.1922
H 1.45667 -1.60321 3.24965 -0.4918 -0.2268 0.1379
```
Positions in Å, forces in eV/Å.

Properties
**E**: -48107.9895 eV
**E_HOMO (spin up / spin down)**: -11.217 / -10.893 eV
**F_max**: 4.12 eV Å⁻¹
**2S+1**: 2
**M**: 243.17 g mol⁻¹
**Total charge**: +1

---

No. 3
C11H19MnNOP | wB97M-V/def2-TZVPD

```
34
Properties=species:S:1:pos:R:3:forces:R:3
C -0.45661 -0.80313 -3.95407 -0.3805 -0.2499 0.1150
C -0.63522 0.00998 -5.04767 -0.0337 0.9148 -0.7074
C -0.37365 1.39083 -5.09771 -0.1094 -0.1545 -0.4233
C 0.21036 2.14184 -4.05953 -0.0539 -0.0684 -0.0597
C 0.58477 1.65095 -2.82287 0.4673 0.9090 -0.8930
Mn -0.09549 0.00578 -2.25000 -0.0638 -1.1268 0.4544
P 0.17226 -2.44386 -1.59305 0.0874 -0.1562 -0.1382
H -0.61738 -1.88699 -4.11599 0.2496 0.5906 0.0664
H -1.00585 -0.42234 -5.98846 0.1210 0.0378 0.2893
H -0.59556 1.91404 -6.03061 0.0508 -0.1528 0.2356
H 1.09151 2.35205 -2.13500 -0.4057 -0.3645 -0.1050
H 0.36594 3.20286 -4.29404 0.0713 -0.2286 0.1250
H 1.41814 -2.72034 -0.93672 -0.5116 -0.2877 -0.0225
H 0.13096 -3.54211 -2.49976 0.0058 0.2874 0.4449
H -0.75239 -2.90473 -0.59700 0.5112 -0.2017 -0.2106
O 0.23444 0.34815 -0.29873 0.2335 0.1798 2.3526
C 0.40056 0.21455 0.94559 -0.2319 0.0633 -1.4741
C 0.49811 1.40008 1.86743 0.1593 0.0931 -0.4115
C -0.65393 1.48123 2.86262 -0.2320 0.0785 0.4504
C -0.48821 0.59061 4.09619 -0.2524 0.0574 0.0757
C -0.47140 -0.90501 3.80170 0.0839 -0.1349 0.1174
C 0.68171 -1.33849 2.89987 0.0489 0.0138 0.0725
N 0.48123 -1.00276 1.48609 0.2505 -0.8124 -0.1750
H 1.45967 1.33293 2.39691 -0.1540 0.1074 -0.0516
H 0.51110 2.29309 1.23783 0.0804 -0.2078 0.0224
H -0.73472 2.52101 3.20089 0.0106 -0.1707 -0.0776
H -1.60482 1.24387 2.36884 0.1458 0.0588 -0.0286
H 0.43170 0.86622 4.62987 -0.0935 -0.0128 -0.0881
H -1.32320 0.79353 4.77819 0.1788 0.0086 -0.0423
H -0.36858 -1.45504 4.74619 -0.0357 0.1101 -0.1285
H -1.42487 -1.21634 3.35896 0.1216 0.0096 -0.0202
H 1.62117 -0.89617 3.26951 -0.1822 -0.1323 -0.1496
H 0.79567 -2.42939 2.94676 -0.0015 0.3214 -0.0852
H 0.51257 -1.78691 0.82775 -0.1360 0.6210 0.4703
```
Positions in Å, forces in eV/Å.

Properties
**E**: -55857.4510 eV
**E_HOMO (spin up / spin down)**: -5.004 / -5.671 eV
**F_max**: 2.37 eV Å⁻¹
**2S+1**: 5
**M**: 267.19 g mol⁻¹
**Total charge**: 0
**ΔE to the lowest compared entry with this formula, charge and spin**: 0.0 kJ/mol

---

No. 4
C19H23ClFN3O2S | wB97M-V/def2-TZVPD

```
50
Properties=species:S:1:pos:R:3:forces:R:3
C -2.57143 0.26430 -2.37997 0.0818 -0.0058 0.0843
N -1.72543 0.58182 -1.25344 -0.0130 0.1442 -0.0694
C -0.30521 0.71289 -1.52024 0.0184 0.1730 -0.3116
C 0.02121 2.16703 -1.92019 -0.5275 -0.1954 0.4860
N 1.44248 2.37709 -2.03711 0.5897 0.5733 0.6810
S 2.23906 2.98031 -0.72231 -0.0109 -0.0885 -0.1051
O 3.60711 3.16455 -1.10300 0.0710 -0.3234 -0.0118
O 1.48270 4.09233 -0.23683 -0.2841 -0.1529 0.1445
C 2.20356 1.71346 0.56910 0.0477 0.5865 -0.4452
C 1.14381 1.69540 1.45622 -0.0092 -0.0476 0.1642
C 1.08219 0.70927 2.43131 0.1486 -0.0783 -0.0877
C 2.10895 -0.23188 2.49547 -0.0795 0.0687 -0.0562
C 3.17830 -0.19906 1.61633 -0.1522 0.0279 0.0397
C 3.22360 0.78433 0.64172 0.0533 -0.0273 0.0569
H 4.04846 0.85551 -0.04882 0.1394 -0.0584 -0.0481
H 3.95809 -0.93835 1.71109 0.0613 -0.0681 0.0299
F 2.07109 -1.19266 3.43072 -0.0432 0.1409 -0.0963
Cl -0.23661 0.64093 3.53797 0.0857 0.0929 0.0256
H 0.38375 2.45680 1.38757 -0.1693 0.0560 0.0828
C 2.13130 1.46734 -2.91991 0.5687 -0.4436 -0.1663
C 1.81622 0.00169 -2.61422 -0.1426 0.1499 -0.2222
C 0.30363 -0.21455 -2.58504 0.0891 -0.0537 0.4360
H 0.07984 -1.25867 -2.35995 -0.0685 -0.0189 -0.0605
H -0.11467 0.01811 -3.56568 -0.0886 -0.0255 -0.0965
H 2.24201 -0.27332 -1.64621 0.0318 -0.0518 -0.0310
H 2.27384 -0.62915 -3.37818 0.0725 -0.0156 0.0284
H 3.19543 1.67985 -2.81805 -0.0309 -0.0889 -0.2473
H 1.82449 1.70053 -3.94603 0.0400 0.0314 0.0470
H -0.35193 2.86726 -1.17437 -0.2207 -0.0672 -0.0920
H -0.44569 2.40375 -2.88132 -0.0214 0.0330 0.0133
H 0.21585 0.51284 -0.57787 -0.0761 -0.0359 -0.0972
C -2.06348 -0.10081 -0.02951 0.0707 -0.1802 0.0147
H -3.12847 0.04803 0.16116 0.0311 0.0091 0.1143
H -1.51014 0.38116 0.78176 -0.0631 -0.0203 0.0754
C -1.77640 -1.62099 0.01096 -0.0543 0.3280 0.0264
C -1.97335 -2.11843 1.40876 0.3445 -0.1629 -0.0214
N -3.22626 -2.19822 1.84153 -0.2655 0.1513 -0.3997
C -3.44352 -2.57673 3.08763 -0.0579 -0.0715 0.3457
C -2.43155 -2.89446 3.98029 0.1061 -0.0018 -0.0293
C -1.12207 -2.81936 3.53202 -0.1028 -0.0052 -0.0404
C -0.88922 -2.42660 2.22601 -0.1247 -0.0788 0.0145
H 0.11769 -2.36224 1.84080 0.0912 0.0247 -0.0527
H -0.29576 -3.05499 4.18690 0.0545 -0.0140 0.0540
H -2.66065 -3.19263 4.99142 -0.0482 -0.0284 0.0742
H -4.48440 -2.62461 3.38196 -0.0480 -0.0370 0.1191
H -2.46513 -2.13173 -0.66222 0.0529 -0.0891 -0.0393
H -0.74988 -1.81225 -0.30521 0.0238 -0.0246 -0.0477
H -2.44352 -0.75790 -2.76154 -0.0277 -0.0139 -0.0732
H -3.60933 0.38738 -2.07369 -0.0736 -0.0037 -0.0708
H -2.37057 0.96563 -3.18780 -0.0704 -0.0124 -0.1392
```
Positions in Å, forces in eV/Å.

Properties
**E**: -54716.4642 eV
**E_HOMO**: -8.245 eV
**F_max**: 1.07 eV Å⁻¹
**SMILES string**: CN(CCc1ccccn1)[C@H]1CCCN(S(=O)(=O)c2ccc(F)c(Cl)c2)C1
**2S+1**: 1
**M**: 411.93 g mol⁻¹
**Total charge**: 0
**ΔE to the lowest compared entry with this formula, charge and spin**: 2.7 kJ/mol

---

No. 5
C3H5CoO4 | wB97M-V/def2-TZVPD

```
13
Properties=species:S:1:pos:R:3:forces:R:3
O -0.93764 0.73424 0.41337 -3.3637 -0.5826 2.2464
C -0.33012 1.77818 -0.23647 1.9088 -1.3127 -2.1061
C -1.08551 -0.55391 -0.16146 2.2230 2.1867 3.1529
O -0.84839 2.83802 -0.43390 -0.0593 -0.2144 0.6469
O 0.78065 1.24399 -0.68212 1.4283 2.2420 0.3796
C -0.22566 -0.60587 -1.30182 -0.6127 -2.5554 -1.8995
H -2.05136 -0.79766 0.29424 0.1090 -1.0349 -1.1109
H -0.06540 -1.37656 0.90078 0.7140 1.5523 0.0091
H -0.63400 -0.44499 -2.30026 0.0870 0.2775 0.1865
H 0.64720 -1.25766 -1.27841 -0.1606 0.3207 0.0415
O 1.26242 -0.94607 1.51042 -1.0482 -0.0392 -0.6715
H 1.60765 -1.39864 2.28288 -0.3962 -0.4442 0.0534
Co 1.88016 0.78693 0.99274 -0.8293 -0.3958 -0.9284
```
Positions in Å, forces in eV/Å.

Properties
**E**: -49001.3415 eV
**E_HOMO (spin up / spin down)**: -7.904 / -7.875 eV
**F_max**: 4.43 eV Å⁻¹
**2S+1**: 5
**M**: 164.00 g mol⁻¹
**Total charge**: 0
**ΔE to the lowest compared entry with this formula, charge and spin**: 467.3 kJ/mol

---

No. 6
C4H8O3 | wB97M-V/def2-TZVPD

```
15
Properties=species:S:1:pos:R:3:forces:R:3
C 0.12398 0.21644 -1.53156 0.0476 -0.0158 -0.0004
C -0.18329 -0.67301 -0.37142 0.3428 0.0070 0.0688
O -1.50823 -1.01671 -0.32109 -0.0801 -0.1005 0.1861
C 0.66772 -1.10234 0.56762 -0.3936 -0.0701 -0.1666
O 2.03061 -1.00029 0.43713 0.1207 0.1573 0.0733
C 0.73408 1.69045 1.55981 1.1149 -0.1187 0.2195
O 1.83233 1.46079 1.75017 -1.1434 0.4038 -0.0915
H -0.51056 1.10936 -1.46492 0.0953 -0.1488 0.0151
H 1.17137 0.52342 -1.52682 -0.1254 -0.1055 0.0294
H -0.10593 -0.27178 -2.48413 0.0474 -0.0010 0.1497
H -2.67354 1.08474 0.11584 0.0125 0.1092 0.0110
H -1.61337 -1.69469 0.36040 -0.1153 0.1177 -0.1184
H 0.28639 -1.61099 1.45879 0.1285 -0.0906 -0.2224
H 2.39160 -0.53251 1.20290 -0.0126 -0.1084 -0.1593
H -2.64318 1.81712 0.24725 -0.0395 -0.0357 0.0057
```
Positions in Å, forces in eV/Å.

Properties
**E**: -10418.0251 eV
**E_HOMO**: -8.448 eV
**F_max**: 1.22 eV Å⁻¹
**2S+1**: 1
**M**: 104.10 g mol⁻¹
**Total charge**: 0
**ΔE to the lowest compared entry with this formula, charge and spin**: 287.4 kJ/mol